Formula: C35H43ClIrN2Si2
Source: the Open Molecules 2025 dataset
Level of theory: the ωB97M-V functional and the def2-TZVPD basis

Cartesian coordinates (Å):
C -2.12 -0.91 4.67
C -2.48 -0.19 3.52
C -1.83 -0.80 2.37
H -3.22 0.60 3.43
C -0.98 -1.92 2.91
C -1.22 -1.94 4.34
H -0.87 -2.72 5.01
H -2.53 -0.74 5.67
H -2.28 -0.90 1.39
H -0.68 -2.76 2.29
Ir 0.08 -0.17 2.43
Si -0.31 -0.20 -2.89
C 0.13 1.28 -3.94
C 1.44 1.48 -4.41
H 2.24 0.79 -4.12
C 1.73 2.57 -5.24
H 2.75 2.72 -5.62
C 0.71 3.46 -5.61
H 0.94 4.31 -6.26
C -0.59 3.27 -5.13
H -1.39 3.96 -5.41
C -0.88 2.19 -4.30
H -1.89 2.04 -3.92
C 0.28 -1.62 -3.96
C -0.20 -1.70 -5.29
H -0.93 -0.97 -5.65
C 0.29 -2.68 -6.17
H -0.08 -2.71 -7.20
C 1.24 -3.60 -5.73
H 1.61 -4.37 -6.41
C 1.72 -3.53 -4.42
H 2.47 -4.25 -4.07
C 1.27 -2.53 -3.55
H 1.71 -2.44 -2.56
H -1.78 -0.22 -2.84
Si 0.30 0.05 -0.09
C -0.44 -1.73 -0.22
C -1.75 -1.91 -0.71
H -2.44 -1.06 -0.78
C -2.18 -3.16 -1.15
H -3.17 -3.26 -1.59
C -1.35 -4.27 -1.07
H -1.67 -5.24 -1.46
C -0.09 -4.12 -0.49
H 0.58 -4.98 -0.40
C 0.36 -2.86 -0.07
H 1.36 -2.76 0.37
C -0.85 1.57 -0.20
C -2.20 1.65 0.20
H -2.66 0.86 0.78
C -2.99 2.76 -0.11
H -4.04 2.78 0.20
C -2.46 3.83 -0.84
H -3.09 4.68 -1.12
C -1.12 3.79 -1.20
H -0.69 4.60 -1.78
C -0.32 2.69 -0.86
H 0.73 2.70 -1.14
H 0.89 -0.02 -1.41
Cl 2.40 0.67 0.24
C 0.55 2.87 2.44
N 0.41 1.74 3.38
C -0.71 2.10 4.30
C 1.66 1.70 4.24
C 1.76 0.32 4.84
N 1.78 -0.65 3.70
C 3.07 -0.49 2.98
C 1.80 -2.02 4.27
H 1.37 2.66 1.74
H 0.78 3.77 3.03
H -0.38 3.00 1.89
H -0.44 3.07 4.75
H -1.63 2.21 3.72
H -0.83 1.36 5.09
H 2.54 1.95 3.62
H 1.55 2.45 5.04
H 2.71 0.21 5.39
H 0.91 0.09 5.50
H 3.88 -0.62 3.71
H 3.14 -1.27 2.20
H 3.13 0.49 2.50
H 1.05 -2.11 5.06
H 1.63 -2.76 3.48
H 2.80 -2.16 4.72

Calculated values
- net charge = +1
- maximum force (hartree/bohr) = 0.04267
- highest occupied orbital energy (alpha / beta) (eV) = -7.49 / -10.90
- Kohn-Sham gap (alpha / beta) (eV) = 4.3 / 6.6
- multiplicity = 5
- E_tot (eV) = -71078.512
- ⟨S²⟩ = 6.04